Entry 1:
Formula: C21H34F3N3O2S
Source: the OMol25 dataset
Level of theory: ωB97M-V with the def2-TZVPD basis set

Element x y z (Å)
1 S 1.760411 3.165606 3.855192
2 F 0.577448 1.084941 5.801274
3 F -1.137737 -0.269430 5.261981
4 F -1.656959 1.863873 5.849708
5 O -3.592136 0.277983 -0.602615
6 O -3.606292 -0.543913 3.936966
7 N -3.979054 0.134612 1.799266
8 N -0.065719 2.064803 -4.244124
9 N 0.976146 -3.035833 1.958608
10 C -1.929990 3.704813 -4.538401
11 C 0.365331 2.402795 2.934127
12 C 0.295501 -3.769534 3.020280
13 C -0.887456 2.125323 0.522465
14 C 0.257823 2.704717 1.403608
15 C -1.837288 0.977010 2.751619
16 C 1.041595 -3.965771 4.339841
17 C -0.925463 0.890346 -4.310090
18 C 0.998090 -1.584779 2.116440
19 C -3.127263 0.107031 2.987378
20 C 1.829008 1.459866 -5.854608
21 C -1.265897 0.326371 -5.689359
22 C 1.904265 -0.999910 3.199434
23 C -3.273052 0.516844 0.586493
24 C 2.180740 -5.038243 1.070196
25 C 1.358681 1.809395 -4.443057
26 C -0.533419 3.254895 -4.950744
27 C -0.698641 1.489940 3.647649
28 C -0.677614 1.090354 5.175988
29 C -1.967839 1.257143 1.219759
30 C 2.255731 -3.582317 1.514312
31 H 2.912457 -1.422046 3.172664
32 H -1.520438 1.105154 -6.411646
33 H 1.010709 -3.067816 4.958517
34 H 1.913026 2.694530 -4.112727
35 H 1.427835 2.142358 -6.608540
36 H 1.943922 -5.707854 1.900554
37 H -0.960101 2.338896 -0.605190
38 H 1.352094 4.431229 4.275812
39 H 2.001531 0.081311 3.052379
40 H 0.146504 4.083823 -4.726238
41 H -0.492562 0.087882 -3.702584
42 H -2.131934 -0.337376 -5.610195
43 H 2.601084 -3.004015 0.650496
44 H 3.147954 -5.351111 0.667331
45 H -0.447677 -0.270217 -6.094916
46 H -2.694823 2.978244 -4.822765
47 H -0.025248 -1.225367 2.287073
48 H 1.289516 -1.141726 1.157696
49 H 1.431177 -5.175085 0.286257
50 H 2.920636 1.526516 -5.905541
51 H 2.085409 -4.253146 4.194675
52 H -4.739803 -0.551290 1.730296
53 H -0.668887 -3.293079 3.229244
54 H 1.680420 1.011309 -3.761208
55 H -0.511932 3.116339 -6.038075
56 H 3.028550 -3.486236 2.286274
57 H 1.052066 3.351073 0.909155
58 H -1.990266 3.871293 -3.459442
59 H -1.864355 1.129455 -3.800881
60 H 1.488988 -1.146812 4.196224
61 H -2.176184 4.646320 -5.036881
62 H 0.025689 -4.757774 2.634594
63 H 1.562334 0.439620 -6.128225
64 H 0.563356 -4.763332 4.916226

Forces on atoms 1 to 2 (eV/Å):
S -0.50 -0.04 -0.28
F -3.18 0.57 -1.26

## Properties
**Charge**: 0
**Structure (SMILES)**: O=C1NC(=O)c2c1ccc(S)c2C(F)(F)F.CCN(CC)CC.CCN(CC)CC
**Gap between HOMO and LUMO**: 0.2428 Eh
**E_HOMO**: -8.08 eV
**Strongest force on any atom**: 4.880 eV/Å

Atomic charges from the natural (NBO) analysis, expressed in e, are listed below: -0.001 -0.303 -0.330 -0.318 -0.535 -0.517 -0.661 -0.457 -0.454 -0.615 -0.152 -0.218 -0.168 -0.182 -0.097 -0.638 -0.221 -0.206 0.662 -0.635 -0.638 -0.636 0.680 -0.615 -0.207 -0.214 -0.082 0.974 -0.089 -0.213 0.208 0.203 0.206 0.187 0.205 0.202 0.266 0.162 0.203 0.194 0.198 0.215 0.195 0.211 0.202 0.205 0.188 0.188 0.211 0.211 0.202 0.434 0.200 0.191 0.161 0.159 0.253 0.206 0.197 0.207 0.213 0.191 0.202 0.212

---

Entry 2:
Formula: C3H3N3O2
Source: the OMol25 dataset
Level of theory: ωB97M-V with the def2-TZVPD basis set

Element x y z (Å)
1 O 2.351872 1.037973 0.409814
2 O 2.184905 -1.283018 -0.217553
3 N -1.806944 0.295689 -0.043681
4 N -0.330191 -1.150224 0.164298
5 N -1.628418 -0.982211 0.316177
6 C -0.618170 1.020144 -0.375410
7 C 1.787216 0.007090 0.018806
8 C 0.346935 0.099225 -0.217358
9 H 1.283946 -1.822624 -0.259028
10 H -2.737062 0.583421 0.419838
11 H -0.834093 2.194539 -0.215903

Forces on atoms 1 to 2 (eV/Å):
O 0.01 -3.37 -1.09
O -0.97 0.80 0.64

## Properties
**Charge**: 0
**Structure (SMILES)**: O=C(O)c1c[nH]nn1
**Gap between HOMO and LUMO**: 0.4005 Eh
**E_HOMO**: -10.63 eV
**Strongest force on any atom**: 4.975 eV/Å

Atomic charges from the natural (NBO) analysis, expressed in e, are listed below: -0.547 -0.674 -0.364 -0.294 0.008 -0.043 0.769 -0.085 0.527 0.432 0.271

---

Entry 3:
Formula: C33H21Cl5IN2PRh
Source: the OMol25 dataset
Level of theory: ωB97M-V with the def2-TZVPD basis set

Element x y z (Å)
1 I -0.057391 -1.437816 2.887361
2 Rh -0.208923 -0.890007 0.211443
3 Cl 0.636158 0.188578 -3.256331
4 Cl -2.017869 -4.041715 -5.265514
5 Cl -2.814413 -4.910660 -2.362076
6 Cl -0.310817 -1.473633 -5.683737
7 Cl -1.818779 -3.223905 0.077637
8 P 1.385196 0.740359 0.128091
9 N 2.653336 -0.044449 -0.663857
10 N 1.681260 -2.084798 -0.236926
11 C 2.630001 -1.404826 -0.887353
12 C -4.632779 0.075976 3.308706
13 C 3.541536 2.409791 3.793185
14 C -2.627678 -0.823203 4.269666
15 C 1.634606 -3.421297 -0.382976
16 C 0.901099 2.168714 -0.855606
17 C -3.960625 -0.383181 4.401100
18 C -1.863833 -3.509152 -2.628571
19 C 2.833256 3.269515 2.970549
20 C -0.431753 2.565121 -0.821053
21 C 3.475303 -3.392486 -1.882237
22 C 2.192148 1.412672 1.586374
23 C 0.042698 4.288894 -2.426377
24 C 3.576088 1.045300 3.521691
25 C -2.804699 0.295830 -0.472664
26 C 2.903017 0.547590 2.422970
27 C 1.377223 3.903352 -2.453331
28 C -1.509472 -3.115524 -3.915596
29 C 3.554955 -2.028483 -1.725792
30 C -2.661129 -0.263747 1.876296
31 C 1.808526 2.850498 -1.664448
32 C -4.165030 0.645747 -0.320891
33 C -0.314000 -1.229685 -2.987390
34 C -4.753636 0.567784 0.903748
35 C -2.028081 -0.756893 3.047623
36 C -0.645279 -1.611746 -1.695473
37 C -0.735769 -1.967521 -4.096537
38 C 2.149872 2.775072 1.866596
39 C -2.050833 -0.157526 0.584162
40 C -4.019237 0.132224 2.033115
41 C -0.857501 3.628316 -1.604134
42 C 2.503464 -4.113411 -1.187747
43 C -1.421635 -2.743813 -1.558097
44 H -4.731654 0.980809 -1.180083
45 H 4.126685 0.375732 4.168594
46 H -2.354496 0.386740 -1.452856
47 H -5.797577 0.825601 1.032592
48 H 2.855457 2.569869 -1.688986
49 H 3.382966 0.489004 -1.110953
50 H 2.080494 4.421768 -3.091082
51 H 2.950721 -0.510997 2.195683
52 H -2.096265 -1.206709 5.129803
53 H -1.896372 3.929484 -1.582826
54 H -5.657089 0.414447 3.402206
55 H 4.075382 2.800994 4.648935
56 H 4.303175 -1.442602 -2.241495
57 H 2.425970 -5.186883 -1.273193
58 H -0.292323 5.108612 -3.047756
59 H 1.591239 3.447572 1.229915
60 H 4.167142 -3.900064 -2.541064
61 H 0.866850 -3.929561 0.184337
62 H 2.807211 4.328964 3.186275
63 H -4.439264 -0.420788 5.369871
64 H -1.136831 2.036149 -0.193516

Forces on atoms 1 to 2 (eV/Å):
I 0.01 0.36 -0.04
Rh 1.01 -2.81 1.03

## Properties
**Charge**: +1
**Gap between HOMO and LUMO**: 0.2447 Eh
**E_HOMO**: -10.66 eV
**Strongest force on any atom**: 3.160 eV/Å

Atomic charges from the natural (NBO) analysis, expressed in e, are listed below: 0.340 0.336 0.023 0.087 0.084 0.081 0.083 1.516 -0.924 -0.518 0.415 -0.150 -0.164 -0.235 0.079 -0.444 -0.205 -0.086 -0.203 -0.127 -0.104 -0.465 -0.177 -0.224 -0.250 -0.116 -0.200 -0.084 -0.280 -0.073 -0.190 -0.209 -0.011 -0.166 -0.141 -0.169 -0.111 -0.165 -0.161 -0.070 -0.205 -0.281 -0.110 0.226 0.229 0.221 0.222 0.205 0.429 0.230 0.206 0.232 0.228 0.224 0.230 0.234 0.244 0.230 0.234 0.238 0.221 0.231 0.232 0.231